# 1
This record from the OMol25 dataset describes 3 unconnected molecules or ions with the total composition C6H12Cl6 at a distorted geometry. The level of theory is ωB97M-V/def2-TZVPD.

Structure (XYZ):
```
24
Properties=species:S:1:pos:R:3:forces:R:3
Cl -2.742 4.628 0.587 0.51 1.46 -0.63
C -3.251 3.402 1.644 0.23 -2.55 1.06
C -4.104 2.427 0.929 -2.89 1.01 -0.20
Cl -5.027 1.437 2.074 0.05 -0.69 0.69
H -3.778 3.606 2.542 -0.34 1.55 0.69
H -2.437 2.767 1.971 0.82 0.43 0.19
H -3.508 1.781 0.363 0.42 -0.88 -1.37
H -4.965 2.938 0.432 1.26 -0.38 -0.42
Cl -0.984 -0.019 1.793 0.27 -0.73 0.21
C 0.739 0.187 1.159 -2.36 -0.61 -1.09
C 0.463 0.493 -0.332 0.01 -2.13 0.62
Cl 1.839 1.271 -1.058 0.78 0.48 -0.49
H 1.347 -0.682 1.387 -0.09 0.03 -0.09
H 0.943 1.034 1.730 1.31 1.38 0.50
H -0.412 1.132 -0.352 0.09 0.07 -0.44
H 0.291 -0.492 -0.886 -0.03 1.48 0.76
Cl 4.047 -2.777 -3.694 0.18 0.24 0.01
C 2.909 -2.814 -2.327 -0.20 -2.57 -0.34
C 3.538 -3.632 -1.172 -1.85 -1.12 -1.01
Cl 2.303 -3.717 0.173 0.18 -0.24 -0.50
H 1.971 -3.266 -2.751 0.97 0.09 0.78
H 2.655 -1.859 -2.012 -0.11 1.96 0.47
H 4.341 -3.189 -0.665 1.27 0.82 0.03
H 3.820 -4.657 -1.534 -0.46 0.91 0.58
```
Forces are in eV/Å.

Computed properties:
HOMO level = -10.78 eV
2S+1 = 1
gap between HOMO and LUMO = 11.3796 eV
relative energy (zero: lowest compared OMol25 entry of this formula, charge and spin) = 1.178 eV
SMILES = ClCCCl.ClCCCl.ClCCCl

Here are the Mulliken charges for atoms 1 to 5, given in e:
1. Cl -0.1673
2. C -0.3237
3. C -0.4215
4. Cl -0.2038
5. H 0.3743



# 2
This record from the OMol25 dataset describes 4 unconnected molecules or ions with the total composition C4H17N2O4 at a distorted geometry. The level of theory is ωB97M-V/def2-TZVPD.

Structure (XYZ):
```
27
Properties=species:S:1:pos:R:3:forces:R:3
C -0.576 -2.326 0.074 -0.12 -0.10 -0.84
C -0.477 -0.807 0.150 -0.37 -0.43 -0.02
C -1.815 -0.213 0.605 1.05 0.39 0.23
C -1.631 1.233 1.076 0.09 0.05 -0.09
N -2.790 1.856 1.420 -0.21 -0.14 -0.18
O -0.534 1.749 1.162 0.00 0.04 0.07
N -0.131 -0.266 -1.205 -0.35 -0.05 0.28
H -1.005 -2.759 0.976 0.17 0.06 0.14
H 0.374 -2.800 -0.172 0.18 0.05 0.25
H -1.228 -2.601 -0.768 -0.10 0.05 0.26
H 0.334 -0.507 0.804 -0.12 0.16 0.20
H -2.509 -0.247 -0.235 -0.34 -0.15 0.11
H -2.163 -0.797 1.461 -0.30 0.00 -0.13
H -3.623 1.471 1.001 -0.13 0.17 0.20
H -2.792 2.846 1.631 0.18 -0.26 -0.14
H -0.530 0.681 -1.302 0.54 0.31 0.01
H -0.677 -0.786 -1.915 0.41 -0.18 -0.22
H 0.943 -0.235 -1.343 -0.83 0.00 -0.25
H 1.133 3.036 -1.359 -0.23 -0.09 0.10
H 1.452 2.424 -2.710 -0.13 -0.15 -0.04
O 1.078 2.199 -1.844 0.32 0.52 -0.06
H 3.750 -0.716 1.817 -0.02 0.01 -0.02
H 2.842 -1.945 1.626 0.04 0.29 -0.07
O 2.920 -1.000 1.417 -0.08 -0.38 0.22
H 2.515 0.931 -0.966 -0.14 0.06 -0.44
H 2.603 -0.402 -0.248 0.37 -0.08 -0.43
O 2.539 -0.021 -1.154 0.11 -0.15 0.86
```
Forces are in eV/Å.

Computed properties:
HOMO level (alpha / beta) = -2.37 / -10.10 eV
2S+1 = 2
gap between HOMO and LUMO (alpha / beta) = 2.7034 / 10.2532 eV
expectation value of S² = 0.75
relative energy (zero: lowest compared OMol25 entry of this formula, charge and spin) = 0.000 eV

Here are the Mulliken charges for atoms 1 to 5, given in e:
1. C -1.8098
2. C 1.0525
3. C -1.5209
4. C -0.9227
5. N -0.1341



# 3
This record from the OMol25 dataset describes 2 unconnected molecules or ions with the total composition C5H10ClO. The level of theory is ωB97M-V/def2-TZVPD.

Structure (XYZ):
```
17
Properties=species:S:1:pos:R:3:forces:R:3
O 1.587 -0.197 -0.756 -0.53 -0.28 0.13
C -0.514 0.829 1.043 0.05 0.19 0.30
C -0.869 1.339 -0.381 -0.10 0.43 -0.12
C -0.181 -0.666 0.872 0.09 -0.31 0.44
C -0.693 0.125 -1.314 -0.22 -0.08 -0.46
C 0.287 -0.777 -0.578 0.69 -0.03 -0.18
H 2.212 -0.688 -0.183 0.08 -0.11 0.12
H 0.370 1.372 1.431 -0.46 -0.30 -0.17
H -1.343 0.979 1.761 0.38 -0.02 -0.30
H -0.176 2.150 -0.678 -0.38 -0.39 0.13
H -1.899 1.742 -0.432 0.46 -0.12 0.01
H 0.577 -1.031 1.591 -0.28 0.14 -0.45
H -1.089 -1.287 0.996 0.27 0.23 -0.03
H -0.323 0.392 -2.323 -0.15 -0.11 0.50
H -1.649 -0.419 -1.439 0.31 0.23 0.06
H 0.279 -1.820 -0.956 -0.01 0.39 0.20
Cl 3.423 -2.041 1.346 -0.19 0.15 -0.15
```
Forces are in eV/Å.

Computed properties:
HOMO level = -4.14 eV
charge = -1
2S+1 = 1
gap between HOMO and LUMO = 7.7910 eV

Here are the Mulliken charges for atoms 1 to 5, given in e:
1. O -0.4817
2. C -0.5452
3. C -0.5667
4. C -0.6227
5. C -0.7450



# 4
This record from the OMol25 dataset describes a molecular structure, C15H19N4Pt. The level of theory is ωB97M-V/def2-TZVPD.

Structure (XYZ):
```
39
Properties=species:S:1:pos:R:3:forces:R:3
Pt 0.668 -0.288 -0.013 0.07 -0.17 -0.16
C -1.533 -0.542 -3.691 0.12 0.02 0.00
C -2.763 -1.018 -3.263 -0.10 -0.03 0.08
C -2.956 -1.278 -1.920 -0.06 -0.01 -0.13
C -1.922 -1.062 -1.021 -0.13 -0.10 0.43
N -0.731 -0.604 -1.450 0.20 0.06 -0.18
C -0.543 -0.351 -2.752 -0.07 -0.04 0.00
C -1.983 -1.290 0.434 -0.03 0.06 -0.48
C -3.115 -1.767 1.080 -0.13 -0.07 0.13
C -3.097 -1.966 2.452 -0.03 0.02 -0.12
C -1.940 -1.686 3.159 0.06 0.00 0.06
C -0.809 -1.207 2.506 -0.02 0.01 -0.11
C -0.802 -0.993 1.127 0.18 0.02 0.27
H -1.337 -0.327 -4.731 0.00 0.00 0.01
H -3.564 -1.183 -3.971 0.01 0.00 0.01
H -3.903 -1.651 -1.561 0.00 0.01 -0.03
H 0.436 0.010 -3.029 0.00 0.02 -0.01
H -4.016 -1.991 0.523 0.01 0.00 0.02
H -3.975 -2.338 2.962 0.00 0.00 -0.01
H -1.913 -1.844 4.229 0.01 0.00 -0.01
H 0.065 -1.017 3.117 -0.02 0.01 0.03
N 2.010 -0.012 1.555 -0.13 0.21 0.02
C 2.201 1.408 1.978 0.09 -0.04 0.03
C 0.890 2.158 2.159 -0.05 -0.11 -0.06
N 0.229 2.383 0.880 0.06 0.14 0.00
H 1.704 -0.558 2.351 0.00 -0.03 0.03
H 2.908 -0.401 1.284 0.04 -0.02 0.01
H 2.805 1.897 1.212 -0.01 0.00 -0.02
H 2.766 1.428 2.912 0.03 0.01 -0.01
H 1.108 3.080 2.708 0.02 0.00 0.03
H 0.225 1.560 2.786 -0.02 0.03 0.01
H 0.641 3.154 0.369 0.00 0.05 0.07
H -0.757 2.575 0.992 -0.01 -0.01 0.03
C 4.207 1.089 -2.856 -0.12 -0.02 0.07
C 3.100 0.700 -1.987 0.22 0.01 -0.12
N 2.240 0.376 -1.306 -0.15 0.00 0.07
H 3.927 0.931 -3.896 -0.02 -0.01 0.00
H 5.081 0.482 -2.625 0.00 -0.01 0.01
H 4.445 2.140 -2.704 -0.01 0.01 0.01
```
Forces are in eV/Å.

Computed properties:
HOMO level = -10.92 eV
charge = +1
2S+1 = 1
gap between HOMO and LUMO = 8.3709 eV
relative energy (zero: lowest compared OMol25 entry of this formula, charge and spin) = 0.000 eV

Here are the Mulliken charges for atoms 1 to 5, given in e:
1. Pt 0.5257
2. C -0.7563
3. C -0.4073
4. C -0.8569
5. C 1.3075



# 5
This record from the OMol25 dataset describes a molecular structure, C25H45Cl2LuP at a distorted geometry. The level of theory is ωB97M-V/def2-TZVPD.

Structure (XYZ):
```
74
Properties=species:S:1:pos:R:3:forces:R:3
Lu 1.873 2.013 2.982 0.02 0.39 -0.89
P -0.633 0.248 -0.289 2.56 1.43 -0.42
Cl -0.524 2.476 3.053 0.15 0.51 0.54
C -2.040 -0.525 1.161 -1.68 2.66 -0.20
H -1.835 0.153 1.993 0.04 0.14 0.41
H -2.938 -0.109 0.667 1.05 0.23 -0.86
C 1.347 0.647 -0.142 -1.75 -0.40 -1.61
C -1.168 2.048 -0.265 -0.02 -0.84 0.42
C 2.082 -0.315 -1.070 0.20 -0.03 -0.53
H 1.411 1.690 -0.539 0.13 -1.28 -0.19
C 3.596 -0.155 -0.935 0.37 0.02 0.51
H 1.788 -1.372 -0.886 0.39 0.66 0.19
H 1.823 -0.085 -2.109 -0.06 -0.06 0.21
C 4.020 -0.504 0.502 0.26 0.82 -0.43
H 4.077 -0.831 -1.657 0.05 0.11 0.24
H 3.941 0.873 -1.180 -0.39 -0.25 -0.14
C 3.363 0.498 1.531 0.41 -0.99 -0.52
H 3.662 -1.521 0.747 0.25 0.36 0.46
H 5.122 -0.544 0.594 -0.37 0.31 0.11
C 1.860 0.673 1.219 -0.51 2.09 3.32
H 3.514 0.071 2.547 0.06 -0.04 -0.58
H 3.989 1.494 1.497 -0.79 -0.74 0.00
H 2.024 -1.889 1.509 0.82 0.05 0.07
H 1.068 0.486 2.087 0.97 -1.76 -1.73
C -0.940 -0.489 -2.011 -0.03 -0.13 0.70
C -2.638 2.197 -0.619 -0.40 0.47 -0.13
H -1.063 2.214 0.821 -0.10 0.02 -0.46
C -3.141 3.607 -0.241 -0.13 -0.32 0.14
H -2.755 2.025 -1.698 -0.04 0.10 -0.01
H -3.276 1.451 -0.121 0.29 0.40 -0.19
C -2.234 4.765 -0.671 -0.17 0.08 0.02
H -4.152 3.714 -0.646 0.03 0.23 0.04
H -3.236 3.638 0.852 0.01 -0.03 -0.05
C -0.769 4.487 -0.346 -0.14 0.01 -0.43
H -2.337 4.942 -1.745 0.07 -0.08 -0.10
H -2.562 5.690 -0.189 -0.06 -0.03 0.04
C -0.377 3.154 -0.976 -0.09 -0.22 0.06
H -0.124 5.288 -0.712 -0.05 0.12 -0.12
H -0.627 4.448 0.734 0.01 -0.12 0.16
H -0.694 3.133 -2.024 0.22 0.21 -0.12
H 0.710 3.019 -0.955 -0.41 0.16 0.01
C -0.651 -2.022 -2.015 0.01 0.10 -0.02
H -2.041 -0.387 -2.004 0.06 -0.08 -0.13
C -1.404 -2.711 -3.153 -0.30 0.33 -0.39
H 0.425 -2.219 -2.144 -0.30 0.24 0.08
H -0.950 -2.478 -1.065 0.10 0.15 -0.15
C -1.172 -1.989 -4.505 0.26 -0.46 0.27
H -1.056 -3.748 -3.252 -0.13 0.18 0.07
H -2.482 -2.761 -2.913 0.32 0.12 -0.08
C -1.285 -0.464 -4.474 0.03 0.15 0.28
H -0.140 -2.231 -4.803 -0.14 0.03 -0.09
H -1.835 -2.412 -5.272 0.14 0.11 0.11
C -0.448 0.153 -3.328 -0.23 -0.25 -0.10
H -0.936 -0.076 -5.434 -0.06 0.08 -0.03
H -2.333 -0.156 -4.362 0.09 -0.04 0.02
H 0.610 -0.069 -3.531 -0.31 -0.04 0.22
H -0.530 1.246 -3.325 -0.14 -0.16 0.05
C 2.742 -2.736 1.794 -2.63 1.40 0.11
C -2.165 -1.852 1.421 3.14 -4.67 1.93
H 2.468 -3.332 0.882 0.38 -0.42 0.35
C -1.797 -2.340 2.914 0.30 0.07 -0.65
H -1.369 -2.432 0.845 -1.87 0.07 -0.07
C -0.517 -1.806 3.645 0.17 1.37 0.96
H -2.703 -2.186 3.539 0.61 0.28 -0.08
H -1.686 -3.426 2.917 -0.16 -0.14 -0.38
C 0.875 -2.515 3.925 0.40 -0.51 0.04
H -0.305 -0.769 3.381 -0.04 0.24 -0.79
H -0.847 -1.593 4.692 0.14 -0.40 -0.42
C 1.878 -3.299 2.982 -0.57 -1.29 -1.00
H 1.481 -1.839 4.553 -0.37 0.27 -0.36
H 0.537 -3.246 4.651 0.31 -0.69 0.24
H 2.644 -3.813 3.592 -0.87 0.02 0.52
H 1.235 -4.074 2.508 0.20 -0.19 0.59
Cl 2.551 0.778 4.869 0.28 -0.16 0.97
```
Forces are in eV/Å.

Computed properties:
HOMO level = -1.80 eV
charge = -1
2S+1 = 1
gap between HOMO and LUMO = 2.6834 eV
relative energy (zero: lowest compared OMol25 entry of this formula, charge and spin) = 6.500 eV

Here are the Mulliken charges for atoms 1 to 5, given in e:
1. Lu 0.9750
2. P 0.8280
3. Cl -0.5592
4. C -0.2989
5. H 0.3341



# 6
This record from the OMol25 dataset describes 3 unconnected molecules or ions with the total composition C4H16NO3 at a distorted geometry. The level of theory is ωB97M-V/def2-TZVPD.

Structure (XYZ):
```
24
Properties=species:S:1:pos:R:3:forces:R:3
C 1.282 -0.593 0.826 3.02 4.25 3.82
C 0.605 0.549 0.136 -2.24 -0.78 -0.73
C -0.025 0.060 -1.322 1.26 0.10 0.41
C -1.349 -0.854 -1.085 1.72 1.85 -2.10
O -2.147 -0.168 -0.176 -0.76 -0.95 1.20
N 2.830 -0.454 0.554 -0.06 0.84 0.81
H 0.871 -1.504 0.635 -0.53 -2.80 -0.84
H 1.360 -0.468 2.022 -0.77 -0.31 -2.63
H -0.337 0.612 0.792 1.21 0.76 -1.17
H 1.196 1.525 0.120 -0.95 -1.31 -0.01
H 0.698 -0.482 -2.082 -1.03 0.90 1.78
H -0.242 1.051 -1.816 -0.39 -1.22 0.33
H -1.725 -0.926 -2.170 -0.11 -0.31 1.76
H -1.160 -1.854 -0.632 0.12 0.76 -0.62
H -2.642 0.597 -0.454 0.04 0.25 -0.82
H 3.191 0.457 1.050 -0.84 -2.43 -0.86
H 3.057 -0.295 -0.434 -0.11 -0.51 0.09
H 3.261 -1.316 0.932 0.37 0.83 -0.38
H -1.289 4.218 -0.179 0.47 0.04 1.06
H -1.532 3.977 -1.545 1.21 -0.77 0.04
O -0.865 3.698 -0.864 -1.67 0.66 -1.10
H -2.058 -2.267 1.346 -0.66 0.63 -0.76
H -1.690 -2.989 2.538 -0.39 -1.03 1.72
O -1.291 -2.574 1.807 1.11 0.55 -0.98
```
Forces are in eV/Å.

Computed properties:
HOMO level = -13.38 eV
charge = +1
2S+1 = 1
gap between HOMO and LUMO = 9.9518 eV
relative energy (zero: lowest compared OMol25 entry of this formula, charge and spin) = 2.677 eV

Here are the Mulliken charges for atoms 1 to 5, given in e:
1. C -0.6236
2. C -0.5578
3. C -0.6070
4. C -0.4047
5. O -0.4825



Across the entries above, electronic energy takes the values -81550.83143 -15591.86332 -19919.65122 -25066.15162 -94603.24980 -12031.95627 eV, respectively.